Entry 1:
C36H75N7 | wB97M-V/def2-TZVPD

Positions of all 118 atoms, in Å:
C: 2.404 3.966 -0.627
C: 2.821 3.803 0.681
C: 1.777 3.790 1.630
N: 0.653 3.823 0.778
C: 1.032 4.054 -0.515
H: 2.973 4.074 -1.539
H: 3.869 3.745 0.934
H: 1.715 3.621 2.695
H: -0.275 3.620 1.122
H: 0.247 4.049 -1.258
C: -1.003 -4.339 -1.116
C: -2.002 -3.962 -0.202
C: -2.688 -5.093 0.171
N: -2.125 -6.163 -0.430
C: -1.054 -5.685 -1.189
H: -0.300 -3.730 -1.664
H: -2.265 -2.997 0.205
H: -3.458 -5.179 0.924
H: -2.476 -7.110 -0.454
H: -0.436 -6.405 -1.705
C: -0.566 -0.661 -1.199
C: -0.052 -0.975 0.019
C: 0.901 -0.052 0.351
N: 0.881 0.934 -0.696
C: -0.009 0.557 -1.669
H: -1.224 -1.253 -1.818
H: -0.351 -1.699 0.762
H: 1.503 0.006 1.245
H: 1.255 1.857 -0.526
H: -0.205 1.123 -2.567
C: 0.192 -1.540 6.807
C: -0.339 -1.087 5.358
N: -0.548 -2.240 4.463
C: -1.364 -1.926 3.223
C: -2.798 -1.629 3.515
C: 0.700 -3.088 4.259
C: 1.633 -2.494 3.137
H: 1.275 -1.493 6.917
H: -0.118 -2.569 6.990
H: -0.141 -1.019 7.705
H: -1.359 -0.724 5.482
H: 0.267 -0.373 4.800
H: -0.874 -1.108 2.695
H: -1.317 -2.862 2.666
H: -3.313 -2.457 4.002
H: -2.949 -0.772 4.172
H: -3.326 -1.404 2.589
H: 0.361 -4.089 3.991
H: 1.212 -3.347 5.186
H: 2.593 -2.968 3.342
H: 1.831 -1.424 3.210
H: 1.274 -2.844 2.169
C: 2.913 1.619 4.368
C: 3.976 0.642 4.928
N: 4.371 1.115 6.302
C: 3.592 0.501 7.440
C: 4.030 -0.980 7.790
C: 5.853 1.024 6.452
C: 6.373 1.289 7.929
H: 2.367 1.079 3.594
H: 3.549 2.395 3.941
H: 2.366 2.201 5.109
H: 3.445 -0.309 4.877
H: 4.880 0.738 4.327
H: 3.637 1.203 8.272
H: 2.541 0.489 7.150
H: 3.241 -1.472 8.359
H: 4.369 -1.531 6.913
H: 4.951 -1.143 8.350
H: 6.216 1.749 5.723
H: 6.127 0.004 6.182
H: 7.347 0.832 8.107
H: 5.701 1.029 8.746
H: 6.670 2.329 8.060
C: -1.599 -0.274 -7.398
C: -1.223 -1.758 -7.010
N: 0.101 -1.804 -6.443
C: 0.440 -0.730 -5.526
C: 1.837 -0.802 -5.047
C: 0.464 -3.156 -5.875
C: -0.252 -3.517 -4.579
H: -0.761 0.245 -7.862
H: -1.818 0.395 -6.565
H: -2.450 -0.289 -8.079
H: -1.821 -2.163 -6.193
H: -1.390 -2.391 -7.882
H: -0.304 -0.792 -4.731
H: 0.304 0.260 -5.961
H: 1.937 -1.677 -4.405
H: 2.216 0.048 -4.480
H: 2.576 -0.733 -5.846
H: 0.273 -3.900 -6.649
H: 1.549 -3.175 -5.770
H: -1.308 -3.693 -4.784
H: 0.178 -4.429 -4.165
H: -0.116 -2.698 -3.873
C: -5.699 5.349 -4.932
C: -5.746 3.948 -4.355
N: -4.343 3.348 -4.543
C: -3.685 3.307 -5.863
C: -2.652 4.535 -5.868
C: -4.345 2.080 -3.796
C: -2.949 1.883 -3.215
H: -6.671 5.840 -4.887
H: -5.535 5.328 -6.010
H: -4.962 5.959 -4.410
H: -6.159 3.871 -3.350
H: -6.388 3.225 -4.858
H: -3.295 2.306 -6.049
H: -4.490 3.305 -6.597
H: -1.927 4.459 -6.679
H: -3.163 5.447 -6.179
H: -2.240 4.798 -4.894
H: -4.634 1.285 -4.482
H: -4.976 2.127 -2.908
H: -2.786 2.682 -2.492
H: -2.149 1.818 -3.953
H: -2.986 1.064 -2.497

Properties
HOMO level ... -7.72 eV
Kohn-Sham gap ... 8.4 eV
Energy relative to the best compared isomer or geometry (same formula, charge and spin) ... 67.3 kcal/mol
E_LUMO ... 0.67 eV
Molar mass ... 606.045 g/mol
Spin multiplicity ... 1
SMILES ... c1cc[nH]c1.c1cc[nH]c1.c1cc[nH]c1.CCN(CC)CC.CCN(CC)CC.CCN(CC)CC.CCN(CC)CC

=====

Entry 2:
C36H76Be2F2N5O8S2 | wB97M-V/def2-TZVPD

Positions of all 131 atoms, in Å:
Be: 2.276 4.578 0.255
Be: -0.533 1.713 0.401
N: 1.408 0.469 0.041
S: 3.083 0.912 0.325
O: 3.256 2.354 0.455
O: 4.300 0.343 -0.205
F: 2.999 0.322 1.804
S: 1.768 -0.366 -1.145
O: 2.058 -1.787 -0.856
O: 2.283 0.298 -2.361
F: 0.243 -0.511 -1.659
C: -1.841 -0.565 4.680
C: -0.931 -0.330 3.516
C: 0.015 -1.542 3.257
C: -0.520 -2.826 2.496
C: -1.263 -2.239 1.321
C: -2.379 -1.114 1.548
N: -1.619 -0.063 2.235
O: -2.248 1.077 2.304
C: -2.884 -0.829 0.104
C: -3.571 -1.493 2.421
C: 0.064 0.826 3.824
H: -2.120 -1.618 4.687
H: -2.803 -0.064 4.573
H: -1.470 -0.230 5.648
H: 0.975 -1.254 2.827
H: 0.580 -1.810 4.150
H: -1.126 -3.380 3.213
H: 0.487 -3.195 2.301
H: -1.703 -3.123 0.860
H: -0.467 -1.864 0.677
H: -2.308 -0.243 -0.612
H: -2.909 -1.811 -0.367
H: -3.793 -0.230 0.166
H: -3.179 -2.253 3.097
H: -3.931 -0.645 3.003
H: -4.371 -1.950 1.837
H: 0.637 0.664 4.737
H: -0.567 1.691 4.026
H: 0.739 1.033 2.994
H: -2.913 0.948 2.985
C: 6.546 6.275 1.758
C: 5.682 5.045 1.467
C: 6.471 3.734 2.073
C: 6.405 3.534 3.593
C: 4.868 3.583 3.922
C: 4.122 4.842 3.482
N: 4.311 5.138 2.014
O: 3.630 6.269 1.638
C: 2.655 4.574 3.978
C: 4.714 5.953 4.450
C: 5.616 4.664 -0.061
H: 7.098 6.367 2.693
H: 5.990 7.212 1.813
H: 7.247 6.515 0.959
H: 6.000 2.865 1.614
H: 7.540 3.726 1.859
H: 7.060 4.206 4.149
H: 6.938 2.610 3.817
H: 4.854 3.613 5.011
H: 4.312 2.658 3.767
H: 2.406 4.601 5.039
H: 2.101 5.369 3.478
H: 2.212 3.664 3.575
H: 5.788 6.099 4.338
H: 4.119 6.849 4.274
H: 4.433 5.770 5.487
H: 6.510 5.034 -0.563
H: 4.760 5.203 -0.468
H: 5.615 3.628 -0.399
H: 4.111 6.889 2.191
C: 0.281 -6.563 -2.564
C: -0.478 -6.136 -1.262
C: -1.909 -5.642 -1.707
C: -2.869 -5.514 -0.573
C: -2.929 -6.990 -0.044
C: -1.606 -7.471 0.614
N: -0.627 -7.344 -0.417
O: 0.644 -7.823 0.111
C: -1.466 -6.659 1.897
C: -1.811 -8.999 0.953
C: 0.341 -5.029 -0.581
H: 1.302 -6.810 -2.274
H: 0.205 -5.735 -3.269
H: -0.113 -7.488 -2.985
H: -1.924 -4.608 -2.051
H: -2.149 -6.291 -2.548
H: -3.907 -5.345 -0.861
H: -2.591 -4.717 0.117
H: -3.202 -7.513 -0.960
H: -3.808 -7.058 0.598
H: -0.554 -6.916 2.436
H: -1.217 -5.615 1.703
H: -2.302 -6.776 2.586
H: -1.827 -9.598 0.043
H: -1.037 -9.421 1.594
H: -2.774 -9.114 1.450
H: 1.381 -5.202 -0.303
H: -0.235 -4.462 0.151
H: 0.538 -4.316 -1.381
H: 0.727 -8.713 -0.239
C: -4.833 3.426 -6.085
C: -4.175 3.231 -4.584
C: -4.565 1.942 -3.861
C: -3.851 0.612 -4.240
C: -2.320 0.896 -4.236
C: -1.854 2.114 -4.954
N: -2.680 3.281 -4.524
O: -2.185 4.485 -4.927
C: -0.317 2.155 -4.717
C: -1.902 1.772 -6.524
C: -4.780 4.372 -3.778
H: -5.860 3.785 -6.140
H: -4.288 4.024 -6.816
H: -4.971 2.440 -6.529
H: -4.508 1.953 -2.772
H: -5.590 1.772 -4.188
H: -4.094 -0.137 -3.486
H: -4.229 0.272 -5.204
H: -1.883 0.002 -4.680
H: -1.834 0.872 -3.261
H: 0.062 3.013 -5.272
H: 0.148 1.290 -5.191
H: -0.031 2.145 -3.665
H: -1.551 2.676 -7.022
H: -2.953 1.530 -6.682
H: -1.354 0.896 -6.872
H: -5.865 4.379 -3.888
H: -4.436 4.429 -2.745
H: -4.527 5.361 -4.160
H: -2.690 4.497 -5.744

Properties
HOMO level ... -14.23 eV
Net charge ... +3
Kohn-Sham gap ... 1.3 eV
E_LUMO ... -12.93 eV
Molar mass ... 827.185 g/mol
Spin multiplicity ... 1

=====

Q: The lowest molar mass belongs to which entry?
A: C36H75N7

=====

Q: The lowest HOMO level belongs to which entry?
A: C36H76Be2F2N5O8S2

=====

Q: The highest E_LUMO belongs to which entry?
A: C36H75N7

=====

Q: The highest HOMO level belongs to which entry?
A: C36H75N7